(1)
Computed, not measured: a 3-piece molecular cluster, C13H21O9S overall at a distorted geometry, with the ωB97M-V functional and the def2-TZVPD basis.

HOMO = -4.857 eV
orbital gap = 6.91 eV
multiplicity = 1
charge = -1
DFT total energy = -1583.39236 a.u.

```
44
Properties=species:S:1:pos:R:3:forces:R:3
C 0.892768 -0.305369 -0.133735 0.5138 0.3519 -0.2399
C 2.353621 -0.423150 0.300341 0.4171 -0.2018 0.0860
C 2.929156 -1.838228 0.190383 -0.9531 0.2116 -0.1037
O 2.187267 -2.788583 0.102094 0.7501 0.0885 -0.1174
O 4.282517 -1.952574 0.149203 -0.6894 -0.2888 0.3707
C 4.922732 -1.650872 1.396943 0.9973 0.6099 0.5200
C 5.350190 -0.190714 1.590663 0.4350 -0.3221 -0.0352
S 7.020552 0.160827 0.922877 0.3657 0.5079 -0.1922
O 7.902069 0.196244 2.081347 -0.0091 -0.7221 0.3796
O 7.276123 -0.887707 -0.049719 0.0382 -0.5467 0.1715
O 6.929240 1.470538 0.314417 -0.5891 0.7661 -0.3766
H 0.769086 -0.177348 -1.218116 0.4701 -0.2446 0.6920
H 0.315986 -1.180610 0.169128 0.0078 0.1524 0.1247
H 0.493819 0.610630 0.314640 -0.2366 -0.2087 -0.0148
H 2.456559 -0.107878 1.347866 0.0600 -0.1667 -0.0699
H 3.026213 0.239286 -0.252827 -0.2157 -0.0078 -0.0442
H 5.838612 -2.245011 1.415957 -0.1612 -0.0545 -0.1950
H 4.338860 -1.963208 2.272698 -0.4078 -0.1233 -0.4168
H 4.691997 0.544648 1.135676 -0.0847 -0.1081 0.1103
H 5.445524 -0.019080 2.665997 -0.1445 0.1914 -0.1175
O -0.802288 0.104607 -2.324305 -0.6566 0.3576 -0.3600
C -1.754651 -0.613270 -2.226493 0.3358 -0.2121 -0.2193
O -2.544479 -0.637011 -1.132105 0.0440 -0.0430 -0.0385
C -3.536473 -1.668654 -1.258785 -0.1569 -0.4416 -0.0161
C -3.652828 -1.924198 -2.752352 0.0813 -0.1028 -0.1871
C -2.233354 -1.636665 -3.236654 -0.5900 0.0469 0.0649
H -3.189586 -2.550128 -0.712219 0.1126 0.0101 -0.0706
H -4.467239 -1.330596 -0.826240 0.1047 0.1526 0.1196
H -4.008832 -2.925237 -2.991163 0.0218 -0.0133 0.0780
H -4.344854 -1.206449 -3.197176 -0.0112 0.0041 0.0561
H -1.592275 -2.517661 -3.176207 0.0863 0.0673 -0.0387
H -2.217488 -1.225614 -4.242323 0.2963 -0.0262 0.0017
O -4.859555 0.703020 -0.372875 -0.6599 0.3692 0.1505
C -4.447994 1.609182 0.290206 0.4785 -0.1281 -0.2808
O -5.221343 2.651817 0.682863 -0.0241 -0.0568 0.0327
C -4.414601 3.625949 1.368463 0.1140 0.1486 0.1518
C -3.194525 2.861951 1.857399 0.1731 -0.0274 0.0061
C -3.024994 1.802696 0.772675 -0.1903 0.2794 0.5625
H -4.153708 4.417914 0.662754 0.0031 -0.0330 -0.0248
H -4.989029 4.058561 2.184948 -0.1780 -0.0561 -0.1117
H -2.319864 3.493900 1.999475 -0.0415 0.0456 -0.0408
H -3.417665 2.378728 2.810452 -0.0128 0.0355 0.0002
H -2.416832 2.159865 -0.059567 0.0284 -0.1691 -0.0474
H -2.618436 0.875450 1.163396 0.0777 -0.0919 -0.3201
```
Forces are in eV/Å.

---

(2)
Computed, not measured: C27H19BBr3F18O13P2S2 as an isolated structure at a distorted geometry, with the ωB97M-V functional and the def2-TZVPD basis.

HOMO = -5.607 eV
orbital gap = 5.41 eV
multiplicity = 1
charge = -1
DFT total energy = -13042.13080 a.u.

```
85
Properties=species:S:1:pos:R:3:forces:R:3
C -2.358255 3.512923 2.542646 -0.2901 -0.0363 0.1268
C -2.133961 4.361067 1.344926 0.5569 -0.3615 -1.3113
Br -2.659740 6.137795 1.699829 -0.1519 0.4779 0.0903
C -1.632444 4.043693 0.120768 -0.5480 -0.1450 1.2615
Br -1.526652 5.411011 -1.156285 -0.0211 0.4869 -0.3130
C -1.168963 2.674904 -0.476674 0.5806 0.7333 -1.0250
Br -2.532868 1.240301 -0.159985 -0.1312 -0.0325 0.5082
O -1.131064 2.841652 -1.819690 -0.1730 -0.3947 0.1456
B -0.027910 2.129971 -2.515475 0.1520 -0.0988 -0.3796
C -0.513153 1.000253 -3.567168 -0.1170 0.1440 0.1485
C -0.766915 -0.385234 -2.952912 0.1612 0.1945 0.0225
C 0.059236 -1.475697 -3.572028 0.5005 -0.0546 -0.1211
F -0.429318 -1.907816 -4.776468 0.0978 0.1541 0.2025
F 1.344956 -1.052697 -3.812201 -0.3549 -0.0634 -0.0318
C 0.275157 -2.723117 -2.673014 -0.0256 -0.3460 0.3172
F 0.962075 -3.659418 -3.370737 -0.0117 0.2739 0.0297
F 1.017020 -2.355244 -1.605415 -0.0892 -0.1971 -0.3735
C -1.050913 -3.360108 -2.130332 -0.1319 0.2224 0.2580
F -2.020117 -3.122473 -3.047273 0.1734 -0.2195 0.2430
F -1.383624 -2.728278 -0.976826 -0.1033 -0.0458 -0.3885
C -1.116450 -4.897302 -1.797557 -0.1045 0.0993 -0.1644
F -2.427111 -5.238813 -1.902401 0.3023 -0.0284 -0.0033
F -0.426764 -5.627030 -2.691595 -0.2201 0.0896 0.2036
C -0.729365 -5.375915 -0.348945 -0.1204 -0.3135 -0.0058
F -1.692549 -4.998526 0.511607 0.3128 -0.1013 -0.2161
F -0.735655 -6.735402 -0.436096 -0.1508 0.2221 0.0654
C 0.658634 -4.983972 0.222410 -0.1190 0.4517 -0.0216
F 0.572374 -3.763643 0.796439 0.0626 -0.2849 -0.2744
F 1.546713 -4.958512 -0.790433 -0.1406 0.0220 0.2128
C 1.173070 -5.963907 1.310434 -0.0961 -0.1930 -0.0463
F 1.658831 -7.077518 0.726869 -0.0756 0.2568 0.1771
F 0.158556 -6.307677 2.137533 0.2947 0.0779 -0.1872
C 2.303721 -5.337228 2.179553 0.1477 0.0489 0.1450
F 1.802151 -4.553003 3.128515 0.0924 -0.1617 -0.1721
F 3.159653 -4.634114 1.435628 -0.1529 -0.1426 0.0625
F 2.986864 -6.334340 2.763071 -0.1387 0.1257 0.0550
P 1.050748 3.511180 -3.465081 -0.0288 0.4556 0.4584
O 1.124990 4.876417 -2.837778 0.0390 -0.0016 -0.0207
O 0.777269 1.614808 -1.373722 -0.3192 0.0171 -0.1207
C 0.332289 2.161495 -0.211929 0.2422 -0.1290 0.4945
P 1.560680 3.573091 0.263129 0.4477 -0.1451 -0.1263
S 3.368029 3.355386 -0.393014 -0.1071 0.0093 0.0272
S 0.556587 0.767140 0.985310 -0.8600 0.1255 -0.2870
O 0.107925 1.096949 2.296203 -0.1924 0.1397 0.1115
O 0.242346 -0.475584 0.368495 0.0562 0.1962 0.3274
F 2.103465 0.831828 1.063373 0.6221 -0.1309 0.0372
H -2.868030 4.091497 3.304931 -0.0859 -0.0292 0.0301
H -1.422063 3.209619 2.960107 0.6626 -0.4894 0.2500
H -2.959197 2.644483 2.318772 -0.0163 -0.3790 -0.1458
H -1.446062 1.378394 -3.983319 -0.1266 0.0406 -0.1223
H 0.162973 0.923794 -4.416595 0.1834 -0.0267 -0.0750
H -1.813488 -0.656414 -3.035629 -0.1112 -0.1826 0.0236
H -0.511297 -0.371705 -1.895379 -0.0077 -0.0312 0.1296
H 0.611216 3.572624 -4.814082 0.0354 -0.1398 -0.1150
H 2.337184 2.948431 -3.642631 -0.0098 -0.2079 -0.2091
H 1.472925 3.604822 1.660243 -0.2800 0.0526 0.1435
H 0.922442 4.735763 -0.162960 -0.2219 0.0297 -0.0303
C 7.507583 -6.758414 0.508681 0.1215 -0.0107 0.0625
C 6.172455 -6.859553 0.423492 0.0632 0.0355 0.0283
C 5.431915 -6.664714 -0.880237 0.1261 0.0768 -0.2527
O 4.224508 -6.798658 -0.846031 -0.1034 -0.0285 0.0694
C 6.192194 -6.337631 -2.069627 -0.1391 -0.0153 -0.0412
C 7.524695 -6.234418 -1.980120 -0.0580 0.0180 -0.0543
C 8.266490 -6.450461 -0.682697 -0.1103 -0.0545 0.2198
O 9.479956 -6.349969 -0.725310 0.0886 0.0235 -0.0467
O 8.316172 -5.941424 -3.000189 -0.0624 0.0058 -0.1159
O 5.384306 -7.131300 1.446643 0.1375 -0.0786 0.0893
H 8.045061 -6.896568 1.435780 -0.0203 -0.0060 0.0173
H 5.653515 -6.184583 -2.993821 0.0156 0.0116 -0.0112
H 9.224269 -5.934961 -2.641567 0.0715 -0.0077 0.0730
H 4.472175 -7.149756 1.097131 -0.0615 0.0067 -0.0588
C -6.508845 7.720444 2.526758 0.0858 -0.0200 -0.1080
C -7.583348 7.629248 3.321610 0.0386 -0.0296 -0.0626
C -7.775816 8.520866 4.524702 0.1847 0.1948 0.0811
O -8.798973 8.362827 5.166433 -0.0962 -0.0621 0.0232
C -6.751338 9.493159 4.842030 -0.1074 0.0176 0.1030
C -5.673605 9.583064 4.050020 -0.0222 0.0358 0.0711
C -5.493341 8.707132 2.832567 -0.1856 -0.2700 -0.0922
O -4.485977 8.887218 2.177337 0.1460 0.1183 -0.0085
O -4.678434 10.430851 4.244466 -0.0160 0.0836 0.1002
O -8.570716 6.766293 3.137324 0.0053 -0.0779 -0.1082
H -6.359756 7.086097 1.664364 -0.0085 -0.0153 0.0060
H -6.890657 10.117043 5.713196 0.0189 0.0150 -0.0032
H -4.042138 10.270330 3.519724 0.0333 -0.0492 -0.0851
H -9.208498 6.927239 3.858179 -0.0346 0.0488 0.0833
```
Forces are in eV/Å.

---

(3)
Computed, not measured: C35H53As2F3N3O11S3SiTi as an isolated structure at a distorted geometry, with the ωB97M-V functional and the def2-TZVPD basis.

HOMO (spin up / spin down) = -3.601 / -3.600 eV
orbital gap (spin up / spin down) = 4.45 / 4.44 eV
multiplicity = 1
charge = -1
energy relative to the best compared isomer or geometry (same formula, charge and spin) = 237.10 kJ/mol
DFT total energy = -9462.06573 a.u.

```
112
Properties=species:S:1:pos:R:3:forces:R:3
Ti 0.994365 -1.139381 0.548887 2.8147 0.1467 0.5827
C 1.023802 -4.023581 5.375479 0.0965 -0.1489 -0.4139
S 1.091173 -4.721658 3.700785 -0.0819 -0.1906 0.1851
C 1.167567 -3.272086 2.723246 0.0184 0.8457 0.4788
S 1.183101 -3.507185 1.007688 0.0499 -0.1895 0.3486
N 1.189648 -2.124371 3.313417 -0.0043 -0.4978 0.6084
N 1.204866 -1.048990 2.469293 -0.2626 -0.4398 -1.1558
C 1.150827 0.186268 3.023397 -0.1293 1.4677 0.2609
C 0.985936 1.231923 2.128907 0.2638 -1.0178 1.2983
C 0.894351 2.604058 2.485609 -0.1290 0.7130 -0.4114
C 0.704755 3.539038 1.513900 0.0851 -0.1888 0.7808
C 0.607336 3.127523 0.161168 -0.0126 -0.7043 -0.5019
C 0.679264 1.800647 -0.134157 0.0563 1.1554 -0.3887
N 0.883055 0.837872 0.802538 -0.2377 -0.3944 0.4231
H 0.556957 -4.777479 6.004533 0.0214 -0.0162 0.0577
H 0.432004 -3.114684 5.343282 -0.0304 0.0106 0.0808
H 2.030993 -3.802351 5.717769 -0.0230 0.0817 0.0970
H 1.200560 0.315575 4.097241 0.0523 -0.0704 -0.0451
H 0.959095 2.867708 3.532430 0.0301 0.0351 0.0247
H 0.605566 4.587515 1.755127 0.0050 0.0324 0.0816
H 0.433890 3.850596 -0.618669 -0.0516 -0.0117 -0.0915
H 0.585560 1.463808 -1.159677 -0.0374 -0.0369 0.0285
C -6.624802 -2.028211 -0.287320 -0.1642 0.0214 0.2569
O -5.691599 -1.186775 -0.950468 0.5977 -0.1092 -0.0062
C -4.878909 -0.425867 -0.171434 -1.3913 -0.4425 0.6544
O -5.092936 -0.273441 1.010205 0.2235 0.1769 -0.1711
C -3.746687 0.086239 -0.937780 0.0405 0.2360 -1.6382
C -3.939375 0.446305 -2.254387 -0.2379 -0.2870 1.5198
As -5.564290 1.446316 -2.415344 -0.3768 0.4185 -0.1281
C -5.214861 2.664362 -3.929981 0.1482 -0.1237 -0.0136
C -4.833818 2.761474 -1.049436 0.2176 -0.2417 -0.0750
C -3.787897 2.615921 -0.227452 -0.0632 -0.3822 -0.3717
As -2.349496 1.160302 -0.154244 -0.0778 0.7579 0.3407
C -2.399831 0.938361 1.811276 -0.1544 -0.2423 -0.1020
C -3.259734 3.734189 0.592524 0.3856 0.4235 0.4175
O -2.164168 4.181436 0.385089 -0.1420 0.0502 -0.1238
O -3.943307 4.184428 1.662620 -0.0745 -0.0057 -0.0552
C -5.187441 3.593450 2.021051 -0.1012 -0.1354 0.0269
C -5.456138 4.107868 -1.157052 -0.1396 0.5240 0.0462
O -4.821331 5.103037 -1.383847 -0.0132 -0.1090 -0.0072
O -6.801137 4.246543 -1.025465 0.0793 0.0139 -0.1339
C -7.650603 3.171529 -0.644377 -0.0750 -0.1494 0.0585
C -2.934145 0.517382 -3.307760 1.5828 0.3393 -0.7214
O -3.220943 0.663098 -4.475625 -0.3849 -0.1333 0.1902
O -1.658116 0.344405 -2.908672 -0.5582 -0.0473 0.1592
C -0.696439 0.080340 -3.927283 0.0632 -0.0320 -0.2741
H -7.552189 -2.001654 -0.856862 0.0392 -0.0010 -0.0128
H -6.791033 -1.679324 0.731237 -0.0660 -0.0445 -0.0734
H -6.229390 -3.045390 -0.263957 -0.0043 0.0575 -0.0431
H -5.380153 2.136053 -4.865446 -0.0228 -0.0460 0.0434
H -4.189319 3.023514 -3.904999 -0.0092 0.0348 -0.0064
H -5.894827 3.515074 -3.870196 -0.0647 -0.0589 0.1354
H -3.351633 0.553125 2.158900 -0.0359 -0.0137 -0.0181
H -2.204963 1.915783 2.257174 0.0954 0.0599 -0.1550
H -1.597313 0.268882 2.115823 0.0653 0.0343 -0.0783
H -5.998711 4.014532 1.424636 0.0161 0.0113 0.0595
H -5.342208 3.846611 3.067834 -0.0180 -0.0255 -0.0355
H -5.165813 2.507693 1.903015 -0.0146 0.0335 0.0398
H -8.446292 3.615517 -0.047256 0.0208 -0.0537 0.0046
H -7.124480 2.416048 -0.058091 -0.0221 0.0420 0.0144
H -8.079053 2.699774 -1.530761 0.0006 0.0206 0.0869
H -0.113750 -0.789133 -3.622918 -0.0094 0.0658 0.1041
H -0.043663 0.946891 -4.040510 -0.0232 -0.0311 0.0333
H -1.207554 -0.121017 -4.867065 0.1379 0.0098 0.0187
F -3.277231 -2.663179 0.619022 -0.1458 0.1098 -0.2065
C -1.959800 -2.879878 0.618663 0.2132 0.1298 0.5525
F -1.446129 -2.150409 1.627354 -0.3343 0.0752 -0.0642
F -1.771866 -4.157435 0.914746 -0.0642 -0.0573 -0.4298
S -1.203760 -2.351805 -1.037098 -0.7000 -2.0856 0.1583
O -0.287039 -3.385855 -1.406627 -0.0359 0.0809 -0.2869
O -2.362625 -2.208227 -1.851761 -0.1393 0.6001 -0.3184
O -0.492954 -1.089961 -0.660227 -1.4001 -0.0002 -1.1260
C 3.751689 1.954123 0.153050 -0.0096 -0.2198 -0.0077
C 4.603736 0.701770 0.387424 -0.2817 -0.1445 0.0238
C 5.879804 0.894394 -0.441849 -0.1291 -0.2803 -0.0078
C 4.954031 0.735965 1.881925 -0.0153 -0.1939 -0.1173
Si 3.602563 -1.002443 -0.019264 0.9985 -0.0553 -0.6397
C 4.791213 -2.488852 0.695192 -0.3637 0.2166 0.0049
C 4.456023 -3.849262 0.069057 0.0155 0.2014 -0.0818
C 6.298563 -2.283976 0.495259 -0.1976 0.1579 -0.0697
C 4.537243 -2.623184 2.203284 -0.0616 0.0726 -0.1314
C 3.556180 -1.213927 -2.010113 0.0783 0.0598 0.2125
C 4.866097 -1.602891 -2.700020 -0.0347 0.0747 0.1917
C 3.044490 0.075529 -2.659898 0.1387 -0.0780 0.1661
C 2.513424 -2.286047 -2.321247 0.2193 -0.0074 0.1183
H 2.995248 2.046816 0.924433 -0.0291 0.0868 -0.0357
H 3.266360 1.957108 -0.818955 -0.0402 0.0998 -0.0090
H 4.388388 2.844372 0.215022 0.0525 0.0297 0.0027
H 6.451537 1.745259 -0.053739 -0.0169 0.0560 0.0323
H 5.628527 1.113394 -1.480313 0.0754 0.0221 -0.0515
H 6.523764 0.019756 -0.423896 0.1034 0.0647 -0.0791
H 5.288564 1.739264 2.169210 0.0207 0.0567 -0.0367
H 5.753019 0.038926 2.128701 -0.0020 -0.0077 0.1081
H 4.071643 0.492060 2.478935 0.0459 0.0182 0.1220
H 4.747893 -3.895819 -0.979754 -0.0114 -0.0709 -0.0182
H 3.399023 -4.072589 0.153429 -0.0074 -0.1297 -0.0727
H 5.001632 -4.638765 0.597979 0.0674 -0.0103 0.0405
H 6.548116 -2.159519 -0.558719 0.1146 0.0154 -0.0016
H 6.834980 -3.166054 0.862774 -0.0143 -0.0587 0.0316
H 6.668525 -1.423723 1.050354 0.0864 -0.0049 -0.0300
H 4.797790 -1.715513 2.743927 -0.0207 -0.0188 0.0830
H 5.133234 -3.446761 2.612527 0.0633 -0.0472 0.0061
H 3.491542 -2.843571 2.393589 0.0038 0.0036 0.1165
H 5.647205 -0.864083 -2.522317 0.0764 -0.0240 -0.0455
H 4.713820 -1.679572 -3.783470 -0.0251 0.0136 -0.0531
H 5.221945 -2.570427 -2.351779 0.0923 -0.0050 -0.0459
H 3.765520 0.887310 -2.569348 -0.0581 0.0746 -0.0223
H 2.105330 0.386937 -2.197096 -0.0441 0.1322 -0.0595
H 2.857207 -0.087925 -3.728224 -0.0326 -0.0287 -0.0394
H 2.786323 -3.263520 -1.926359 -0.0744 -0.0446 0.0284
H 2.371505 -2.389828 -3.403680 -0.0323 0.0159 -0.0610
H 1.553399 -2.014378 -1.887664 -0.1065 -0.0920 -0.1458
```
Forces are in eV/Å.